124
Properties=species:S:1:pos:R:3:forces:R:3 method="wB97M-V/def2-TZVPD" charge=-1 lumo_energy_ev="1.8 / 1.8" spin_multiplicity=2 homo_energy_ev="-0.18 / -6.42"
C 24.4818 -17.0993 -29.8450 3.2 -2.9 1.9
O 24.6943 -16.0202 -30.4045 -1.3 1.5 -0.5
N 23.6470 -17.3434 -28.8140 -1.3 2.1 -0.9
N 25.3675 -18.0885 -29.9961 0.3 -0.5 -0.6
H 23.6346 -18.1511 -28.2078 0.2 0.2 -0.4
H 23.2425 -16.4485 -28.5780 -1.0 -0.5 1.0
H 26.1035 -18.0060 -30.6828 -0.2 0.0 -0.4
H 25.1796 -19.0106 -29.6294 0.0 -0.2 -0.2
C 19.9897 -17.8300 -29.8676 3.4 0.8 4.4
O 20.0984 -17.4311 -28.7033 -0.6 -0.1 0.1
N 18.9208 -17.9470 -30.5397 -5.3 -0.2 -3.1
N 21.0406 -18.2745 -30.5372 2.4 -1.1 -1.5
H 19.0217 -18.3087 -31.4773 -0.6 0.0 0.3
H 17.9945 -17.7777 -30.1745 0.5 0.2 0.0
H 21.0240 -18.1898 -31.5435 0.3 -0.3 0.5
H 21.9440 -18.3119 -30.0870 -0.1 0.3 0.1
C 26.7064 -18.9130 -33.1866 -0.1 -1.2 0.0
O 26.3684 -17.9244 -32.5645 -0.5 1.6 1.2
N 27.8429 -19.5196 -33.1526 4.5 -0.5 1.3
N 25.9127 -19.6123 -33.9508 -4.5 0.4 -1.5
H 28.5778 -19.2429 -32.5174 0.0 0.1 -0.3
H 28.0203 -20.2135 -33.8647 0.4 -0.4 0.1
H 24.9895 -19.2048 -33.9921 -0.2 -0.2 -0.5
H 26.1336 -20.3138 -34.6430 0.5 -0.3 -0.1
C 26.4514 -15.1929 -34.6622 -0.1 0.1 0.0
O 26.6126 -14.2905 -35.4394 0.3 2.3 -0.8
N 26.6401 -16.4448 -34.9793 0.6 -4.5 -0.7
N 26.0051 -15.1063 -33.3962 -0.4 1.6 0.7
H 26.4267 -17.1059 -34.2462 0.1 0.2 -0.4
H 27.1990 -16.8490 -35.7172 -0.2 0.9 -0.1
H 25.9725 -15.9336 -32.8178 -0.1 0.4 0.3
H 25.7308 -14.1660 -33.1500 0.0 -0.5 0.5
C 21.2849 -16.1902 -24.6906 -2.2 -1.1 0.6
O 20.5900 -16.4102 -23.7367 -1.2 -0.3 3.8
N 22.3050 -15.4214 -24.7668 3.7 2.9 0.4
N 20.9877 -16.7717 -25.8078 -0.5 -2.1 -3.6
H 22.6041 -14.9133 -23.9468 0.1 -0.1 -0.5
H 22.7252 -15.3475 -25.6822 0.4 0.5 0.4
H 20.1238 -17.2949 -25.8209 0.2 0.3 -0.5
H 21.4015 -16.3464 -26.6250 -0.8 -0.6 -0.7
C 22.0186 -15.2014 -32.9537 -0.5 3.5 -1.4
O 21.3197 -14.6142 -33.7723 -0.4 -0.5 -0.2
N 21.9563 -16.4457 -32.5925 -0.7 -3.9 0.3
N 22.9524 -14.5872 -32.2403 2.2 2.5 1.4
H 21.3112 -17.0546 -33.0755 0.5 0.1 -0.1
H 22.7950 -16.7872 -32.1454 -0.4 -0.6 -0.2
H 23.2390 -13.6329 -32.4056 -0.5 -0.3 -0.6
H 23.4904 -15.0198 -31.5031 -0.1 -0.4 -0.2
C 22.7538 -19.8694 -23.8211 1.5 -2.2 -0.1
O 23.5188 -20.7838 -23.5563 0.0 -0.9 1.3
N 21.6905 -19.4427 -23.2090 -2.7 0.3 2.9
N 22.9263 -19.2096 -24.9260 1.2 2.3 -4.9
H 21.3749 -19.8965 -22.3637 0.1 0.4 -0.2
H 21.2609 -18.5921 -23.5438 -0.3 0.0 0.5
H 22.2292 -18.5794 -25.2962 -0.1 0.0 0.1
H 23.4418 -19.6866 -25.6517 0.2 0.1 0.3
C 22.0413 -14.1387 -28.4109 -0.4 1.3 0.9
O 22.0969 -15.1520 -27.7706 0.3 -2.2 1.6
N 22.8791 -13.8218 -29.3470 2.1 0.3 -2.5
N 21.2372 -13.1108 -28.1590 -1.9 1.2 0.5
H 23.7431 -14.3396 -29.4207 -0.2 -0.1 -0.7
H 22.6320 -13.0537 -29.9545 0.8 -0.4 -0.1
H 21.3054 -12.3710 -28.8432 -0.7 0.2 0.8
H 20.5761 -13.1263 -27.3956 0.0 0.0 -0.5
C 25.9192 -13.1260 -29.8369 1.4 -0.8 0.4
C 27.4732 -13.3966 -29.7535 1.5 1.7 -0.3
C 28.0792 -12.3272 -28.7372 -1.1 0.3 0.4
C 27.7893 -12.6093 -27.2802 -0.1 -1.3 -1.3
C 28.5212 -13.9120 -27.0172 -1.5 -0.5 -0.4
C 27.9292 -15.1373 -27.9307 1.3 1.3 0.5
N 27.9403 -14.7704 -29.3788 0.5 1.4 0.4
O 27.5125 -15.8382 -30.2300 0.8 1.0 0.7
C 28.9556 -16.2616 -27.7269 -0.9 -0.2 0.4
C 26.5378 -15.5038 -27.3914 0.6 -0.2 -1.0
C 28.1778 -12.9289 -31.1162 -0.4 -1.2 0.5
H 25.7378 -12.0844 -30.1020 0.0 -0.2 -0.4
H 25.4747 -13.2725 -28.8525 -0.1 -0.1 0.0
H 25.5065 -13.8640 -30.5248 -0.3 0.4 -0.2
H 29.1564 -12.1773 -28.8100 0.0 -0.1 -0.6
H 27.5351 -11.4004 -28.9190 0.4 0.3 -0.8
H 26.7193 -12.8136 -27.2419 -0.2 0.1 0.5
H 28.0154 -11.8119 -26.5723 0.2 0.1 -0.2
H 28.2712 -14.0699 -25.9681 0.6 -1.1 0.1
H 29.5919 -13.8112 -27.1952 0.0 0.0 0.2
H 29.9358 -16.0073 -28.1302 -0.1 0.0 0.0
H 28.9986 -16.4276 -26.6505 0.4 0.1 0.2
H 28.5981 -17.2191 -28.1057 0.1 0.1 -0.5
H 26.3120 -14.9028 -26.5105 -0.3 -0.4 0.1
H 25.8471 -15.2934 -28.2080 -0.4 -0.1 0.3
H 26.5399 -16.5837 -27.2434 -0.5 0.1 0.5
H 28.0897 -13.7406 -31.8383 -0.2 0.2 -0.3
H 29.2472 -12.7456 -31.0118 0.1 -0.3 0.5
H 27.8104 -11.9849 -31.5188 -0.6 -0.2 0.1
H 26.5572 -15.7731 -30.2987 -0.8 -0.1 0.0
C 24.7690 -22.3148 -27.4222 -1.0 0.6 0.7
C 25.5215 -21.3214 -28.3377 -0.7 -1.6 -1.3
C 26.6944 -22.1304 -28.9134 0.6 -0.5 -0.2
C 26.5280 -22.9232 -30.2477 -1.4 0.6 0.3
C 25.6367 -22.1341 -31.2570 1.8 0.5 0.8
C 24.3143 -21.6053 -30.6654 0.3 -2.1 -1.5
N 24.6138 -20.8565 -29.4410 2.5 0.0 -1.4
O 23.4715 -20.3416 -28.9415 -1.8 0.7 0.9
C 23.6637 -20.7874 -31.7717 0.6 2.0 0.2
C 23.2944 -22.7890 -30.5062 1.0 -0.6 0.5
C 26.0555 -20.0976 -27.6015 -0.8 -0.8 0.7
H 25.1145 -22.3152 -26.3884 0.6 -0.2 -0.1
H 24.6901 -23.3364 -27.7938 0.5 0.1 -0.2
H 23.7306 -22.0309 -27.2514 -0.3 0.3 -0.1
H 27.5768 -21.4950 -28.8381 0.2 0.0 -0.7
H 26.8980 -22.9497 -28.2240 0.1 0.3 0.5
H 26.0466 -23.8629 -29.9768 -0.1 -0.2 -0.1
H 27.5241 -23.1985 -30.5943 -0.1 0.3 -0.4
H 25.5413 -22.5141 -32.2741 -0.4 -0.8 0.3
H 26.2831 -21.2875 -31.4884 -0.2 0.7 0.1
H 22.7380 -20.3326 -31.4191 -0.5 -0.5 -0.4
H 24.2533 -19.9156 -32.0553 0.4 0.2 0.5
H 23.6449 -21.2937 -32.7368 -0.6 -0.5 0.4
H 23.1329 -23.3738 -31.4118 0.0 0.7 -0.6
H 23.7188 -23.5954 -29.9083 -0.3 0.2 0.9
H 22.3135 -22.4441 -30.1790 0.0 -0.2 0.3
H 25.2012 -19.5472 -27.2075 0.1 0.3 0.1
H 26.6946 -19.4305 -28.1800 0.0 -0.3 0.0
H 26.5534 -20.5345 -26.7359 0.4 0.5 0.1
H 22.9757 -21.1378 -28.7369 -1.0 0.0 0.5

114
Properties=species:S:1:pos:R:3:forces:R:3 method="wB97M-V/def2-TZVPD" charge=+3 lumo_energy_ev=-12.8 homo_energy_ev=-14.22
Hf -2.9050 3.2747 -0.3401 7.5 -4.2 0.3
C -0.3142 -0.2102 0.0087 0.6 0.6 -0.9
C -0.0451 1.2235 0.5031 -1.3 -1.7 1.8
O -0.9822 2.1796 0.0590 -4.3 2.9 -1.6
H -1.1838 -0.7390 0.3955 -0.3 0.5 0.1
H 0.5377 -0.8472 0.2555 0.1 0.1 0.0
H -0.3542 -0.1227 -1.0809 -0.2 -0.5 0.0
H 0.9869 1.5085 0.2932 -0.1 0.2 -0.1
H -0.2122 1.1673 1.5850 0.7 0.3 0.1
C -2.3242 -3.6271 1.5361 -0.5 -0.9 -0.9
O -2.4527 -3.0432 2.8007 0.4 0.0 0.1
C -3.3866 -1.9937 2.8867 0.2 0.2 -0.3
C -3.1297 -1.1670 4.1407 -1.2 -0.2 -0.5
N -2.2092 -0.0563 3.8815 0.3 0.3 0.5
C -2.0666 0.8252 5.0819 -0.1 0.7 -1.7
C -1.0294 1.8759 4.7174 0.1 1.1 1.1
O 0.2072 1.4743 5.2787 -0.1 -0.8 -1.0
C 1.3237 1.6090 4.4366 0.8 0.4 0.5
H -1.6896 -3.0814 0.8282 -0.1 0.5 0.2
H -3.2953 -3.8249 1.0645 -0.2 0.5 0.0
H -1.8948 -4.6305 1.5413 0.3 0.1 0.9
H -4.4191 -2.3514 2.8050 0.0 -0.3 0.4
H -3.2985 -1.3027 2.0307 0.3 0.0 -0.2
H -2.9326 -1.8071 5.0046 0.6 0.0 -0.1
H -4.0993 -0.7226 4.3916 0.1 0.2 0.0
H -1.2545 -0.3653 3.7095 -0.2 -0.6 -0.1
H -1.6958 0.2904 5.9545 -0.3 0.0 0.2
H -3.0345 1.3084 5.2173 0.0 -0.2 0.5
H -1.2406 2.8731 5.1281 -0.4 -0.2 0.4
H -1.0158 2.1238 3.6464 0.3 -0.7 -0.2
H 1.3500 1.0154 3.5124 -0.7 0.1 -0.1
H 2.1850 1.2235 4.9839 0.0 0.3 0.2
H 1.4670 2.6775 4.2432 0.3 -0.1 -0.4
C 0.6785 0.6106 -3.5504 0.9 0.2 -1.6
O 0.1456 1.8772 -3.1797 -1.3 0.0 1.4
C 0.8316 3.0792 -3.5017 1.4 -0.3 -1.2
C 1.8884 3.4658 -2.4844 -1.5 -0.4 0.6
N 1.1946 3.8022 -1.1951 0.4 0.1 -0.6
C 2.1926 4.2201 -0.1628 -1.8 1.1 -0.5
C 3.0583 5.3741 -0.6457 2.5 0.1 0.7
O 4.3643 4.8805 -0.9371 -0.4 -0.9 -0.7
C 5.2869 5.8495 -1.3767 0.3 1.2 0.0
H 1.5775 0.3159 -3.0072 -0.1 0.2 0.2
H 0.9353 0.7098 -4.6100 0.3 -0.3 0.0
H -0.0524 -0.1951 -3.5263 -0.4 0.4 0.5
H 0.1217 3.8839 -3.6993 -0.3 -0.1 0.4
H 1.3405 2.9549 -4.4649 0.0 -0.2 0.0
H 2.4694 4.2995 -2.8656 0.2 -0.1 0.2
H 2.4878 2.5798 -2.2515 0.5 0.3 -0.4
H 0.8161 2.8985 -0.9320 0.0 0.1 0.3
H 2.6735 3.3173 0.2090 0.7 0.5 0.2
H 1.5915 4.7231 0.5991 0.0 -0.7 0.5
H 3.2221 6.0887 0.1691 -0.5 0.0 0.2
H 2.7200 5.9826 -1.4908 -0.7 -0.4 -0.1
H 6.0094 5.4636 -2.0936 -0.1 -0.5 0.2
H 5.8340 6.2850 -0.5358 0.0 -0.1 0.1
H 4.8160 6.6999 -1.8846 -0.3 -0.1 0.0
C 4.3978 -3.1264 4.3011 0.0 1.7 0.4
O 3.9473 -2.9684 2.9682 -0.7 -1.1 -0.7
C 3.9640 -1.6575 2.4884 0.5 0.1 0.4
C 5.2714 -1.3893 1.6991 -0.2 0.5 0.5
N 5.4879 0.0306 1.4714 -0.7 -0.6 -0.4
C 4.5923 0.6885 0.5306 1.3 1.2 -0.5
C 5.4033 0.9897 -0.7388 -0.5 0.0 0.3
O 5.6080 -0.2002 -1.4649 0.3 1.0 -0.7
C 6.4027 0.1504 -2.6010 0.1 -0.8 -1.1
H 5.3879 -2.6632 4.3473 0.2 -0.5 0.5
H 4.3623 -4.1318 4.7059 0.2 -0.3 -0.8
H 3.7461 -2.5407 4.9641 0.0 0.1 0.0
H 3.8570 -0.9884 3.3494 0.3 0.4 -0.1
H 3.1028 -1.4599 1.8460 -0.1 -0.4 -0.1
H 5.2615 -1.9291 0.7448 -0.1 -0.2 0.1
H 6.1118 -1.7407 2.2964 0.0 -0.1 -0.1
H 6.4236 0.1610 1.1034 0.2 0.1 0.5
H 4.3472 1.6997 0.8827 -0.2 -0.1 0.4
H 3.6566 0.1832 0.2918 0.2 -0.4 0.1
H 6.3830 1.4290 -0.5042 0.0 -0.1 0.5
H 4.9195 1.8240 -1.2706 -0.3 -0.4 -0.6
H 6.7273 -0.7356 -3.1470 0.0 -0.3 0.5
H 7.3066 0.7148 -2.3673 -0.1 0.1 0.4
H 5.8363 0.6826 -3.3719 -0.2 0.4 0.4
C -8.7147 -4.8331 -3.3746 -0.6 0.0 0.2
O -7.3239 -4.7491 -3.6649 -0.3 -0.2 0.2
C -6.5207 -5.0642 -2.5764 0.8 -0.7 -0.4
C -6.2712 -3.8477 -1.6462 0.4 1.1 0.9
N -4.8578 -3.5081 -1.4474 -0.7 -0.6 -0.5
C -4.1669 -2.7543 -2.4772 -0.2 -1.0 0.2
C -2.6900 -2.7694 -2.1913 1.5 0.7 -0.3
O -2.0834 -3.9430 -2.6477 -1.0 -1.0 -0.2
C -0.6698 -4.0390 -2.6503 -0.2 0.2 0.1
H -9.2720 -5.2777 -4.1984 0.4 0.0 -0.3
H -9.1483 -3.8452 -3.1965 0.2 0.1 0.0
H -8.9142 -5.4521 -2.4982 0.2 0.0 0.1
H -5.5404 -5.3831 -2.9460 -0.1 0.2 -0.3
H -6.8859 -5.9528 -2.0545 -0.3 0.3 0.3
H -6.6270 -3.9900 -0.6230 -0.4 -0.4 -0.2
H -6.7939 -2.9818 -2.0530 0.0 0.0 -0.1
H -4.3814 -4.3993 -1.3197 0.4 0.3 0.3
H -4.5275 -1.7280 -2.5591 -0.2 -0.1 0.2
H -4.3615 -3.2769 -3.4269 0.2 0.4 -0.3
H -2.4474 -2.6566 -1.1275 -0.4 0.2 0.1
H -2.2366 -1.9068 -2.7056 0.0 0.1 0.0
H -0.3321 -3.9530 -3.6844 0.3 0.4 0.1
H -0.3495 -5.0218 -2.3063 -0.3 0.0 0.1
H -0.2527 -3.2905 -1.9709 0.3 0.1 -0.2
O -2.2383 2.3524 -2.4015 -1.2 0.6 1.6
H -2.3793 2.4898 -3.3492 -0.2 0.1 0.0
H -1.2948 2.0592 -2.2953 0.5 0.0 -0.6
O -1.2328 4.7159 -1.0571 -2.8 -0.2 0.6
H -0.2609 4.4017 -0.9852 1.6 -0.5 -0.5
H -1.2024 5.4979 -1.6287 -0.3 0.1 0.1
O -3.3553 1.6121 1.5001 -0.6 1.5 -1.4
H -4.2256 1.4872 1.9073 0.0 -0.1 0.1
H -2.7413 1.0604 2.0483 0.4 -0.2 0.5

Max |F|
In order: 6.2 8.6
Unit: eV Å⁻¹